No. 1
ORCA calculation (ωB97M-V/def2-TZVPD) on a molecular structure, C17H12CrN3O6S2.

Element x y z (Å)
Cr  1.12  0.30  0.24
O  1.28  -3.01  -2.17
C  1.18  -1.93  -1.62
O  1.28  -1.66  -0.37
C  0.90  -0.69  -2.47
C  0.71  -0.63  -3.84
C  0.43  0.60  -4.41
C  0.33  1.74  -3.62
C  0.53  1.61  -2.26
N  0.81  0.42  -1.74
C  0.45  2.71  -1.20
O  0.17  3.85  -1.55
O  0.66  2.28  -0.01
H  0.78  -1.54  -4.41
H  0.28  0.68  -5.48
H  0.10  2.72  -4.03
O  1.44  0.27  5.83
C  2.68  0.61  5.46
C  3.62  0.84  6.47
C  4.92  1.19  6.16
C  5.32  1.31  4.83
C  4.39  1.08  3.83
C  3.08  0.72  4.11
C  2.15  0.48  2.97
O  2.60  0.56  1.79
N  0.89  0.20  3.30
N  0.12  -0.01  2.18
C  -1.10  -0.27  2.39
S  -2.18  -0.65  1.06
C  -3.66  -0.20  1.99
C  -3.49  -0.74  3.40
S  -1.84  -0.25  3.99
H  0.92  0.16  4.99
H  3.29  0.74  7.50
H  5.63  1.36  6.96
H  6.33  1.58  4.59
H  4.67  1.16  2.79
H  -4.52  -0.66  1.49
H  -3.78  0.88  2.00
H  -3.57  -1.83  3.41
H  -4.22  -0.32  4.09

E_tot = -84677.1431 eV
frontier orbital gap (alpha / beta) = 6.93 / 7.61 eV
relative energy (zero: lowest compared OMol25 entry of this formula, charge and spin) = 2.6 kcal/mol
net charge = -1
2S+1 = 5
expectation value of S² = 6.014
LUMO (alpha / beta) = 2.245 / 2.243 eV


No. 2
ORCA calculation (ωB97M-V/def2-TZVPD) on 2 unconnected molecules or ions with the total composition C5H12O in a non-equilibrium geometry.

Element x y z (Å)
C  0.51  -2.91  -0.30
C  0.59  -2.07  0.72
O  1.74  -1.68  1.34
H  -0.49  -3.02  -0.70
H  1.27  -3.14  -1.02
H  -0.29  -1.55  1.09
H  1.54  -1.44  2.27
C  -0.68  1.74  -1.56
C  -0.97  1.44  -0.10
C  0.25  1.13  0.78
H  -0.03  2.60  -1.64
H  -1.61  1.95  -2.09
H  -0.22  0.88  -2.05
H  -1.58  0.52  0.00
H  -1.64  2.21  0.29
H  0.72  2.08  1.06
H  -0.10  0.67  1.70
H  0.99  0.59  0.22

E_tot = -7425.7461 eV
frontier orbital gap = 10.05 eV
relative energy (zero: lowest compared OMol25 entry of this formula, charge and spin) = 36.1 kcal/mol
SMILES string = C=CO.CCC
LUMO = 0.830 eV


No. 3
ORCA calculation (ωB97M-V/def2-TZVPD) on a molecular structure, C9H10CuN6O3.

Element x y z (Å)
Cu  -0.12  0.63  0.14
C  0.97  -3.09  -1.60
C  0.69  -1.68  -1.21
N  0.50  -1.31  0.01
O  0.53  -2.32  0.95
C  0.61  -0.62  -2.21
C  0.96  -0.82  -3.65
N  0.25  0.55  -1.75
O  0.14  1.59  -2.42
H  0.60  -3.78  -0.85
H  2.05  -3.23  -1.69
H  0.52  -3.32  -2.56
H  0.48  -1.84  1.79
H  1.87  -1.41  -3.76
H  1.10  0.15  -4.12
H  0.15  -1.34  -4.19
C  -4.26  -0.12  2.03
C  -3.10  0.02  1.16
N  -2.19  0.13  0.48
H  -3.94  -0.50  3.00
H  -4.98  -0.81  1.59
H  -4.73  0.85  2.17
O  0.14  1.81  1.56
N  1.27  1.81  2.23
C  1.76  2.99  2.43
C  1.14  4.20  1.95
N  0.64  5.16  1.57
C  2.98  3.09  3.18
N  3.95  3.20  3.79

E_tot = -69211.5269 eV
frontier orbital gap (alpha / beta) = 8.67 / 7.01 eV
relative energy (zero: lowest compared OMol25 entry of this formula, charge and spin) = 3.1 kcal/mol
2S+1 = 2
expectation value of S² = 0.759
LUMO (alpha / beta) = -0.052 / -1.562 eV


No. 4
ORCA calculation (ωB97M-V/def2-TZVPD) on 2 unconnected molecules or ions with the total composition C3H10NO2 in a non-equilibrium geometry.

Element x y z (Å)
C  1.36  0.18  -0.84
N  0.99  -1.19  -0.42
C  -0.48  -1.34  -0.68
O  -1.37  -0.35  -0.29
C  1.88  0.98  0.38
H  2.20  0.10  -1.56
H  0.50  0.70  -1.22
H  1.28  -1.30  0.55
H  -0.77  -2.30  -0.19
H  -0.58  -1.55  -1.77
H  2.73  0.43  0.80
H  1.07  0.96  1.13
H  1.96  2.02  0.07
H  -2.27  0.72  2.13
H  -1.71  0.80  0.66
O  -2.06  1.39  1.45

E_tot = -8858.1006 eV
frontier orbital gap = 7.50 eV
relative energy (zero: lowest compared OMol25 entry of this formula, charge and spin) = 16.0 kcal/mol
net charge = -1
LUMO = 4.299 eV


No. 5
ORCA calculation (ωB97M-V/def2-TZVPD) on a single C5H9N molecule in a non-equilibrium geometry.

Element x y z (Å)
C  2.84  -0.25  0.12
C  1.70  0.57  -0.18
C  0.29  -0.02  -0.33
C  -0.89  0.56  0.58
N  -2.12  0.30  0.42
C  -2.55  -0.74  -0.41
H  2.81  -1.17  -0.59
H  3.92  0.05  0.14
H  2.76  -0.95  1.12
H  -0.15  -0.36  -1.27
H  2.06  1.15  -0.98
H  0.77  -0.63  0.36
H  -0.38  1.22  1.23
H  -3.34  -0.44  -0.97
H  -1.96  -1.66  -0.61

E_tot = -6813.0571 eV
frontier orbital gap = 4.64 eV
relative energy (zero: lowest compared OMol25 entry of this formula, charge and spin) = 183.1 kcal/mol
LUMO = -1.674 eV


No. 6
ORCA calculation (ωB97M-V/def2-TZVPD) on a single C17H31ClN4O molecule.

Element x y z (Å)
C  3.51  3.10  -0.08
C  3.78  1.65  -0.28
N  4.40  1.21  -1.36
N  4.52  -0.11  -1.25
C  5.14  -0.90  -2.27
C  3.98  -0.53  -0.08
Cl  4.05  -2.18  0.36
C  3.48  0.57  0.59
C  2.77  0.59  1.91
N  1.34  0.35  1.85
C  0.60  1.35  1.11
C  -0.88  1.13  1.35
N  -1.33  -0.17  0.88
C  -2.74  -0.36  1.19
C  -3.69  0.56  0.43
C  -3.65  0.37  -1.09
C  -4.10  1.64  -1.80
C  -4.53  -0.80  -1.52
C  -0.52  -1.24  1.47
C  -0.79  -2.61  0.82
C  -1.02  -2.54  -0.71
O  -0.32  -1.52  -1.36
C  0.99  -0.95  1.33
H  2.45  3.32  -0.24
H  3.77  3.40  0.93
H  4.09  3.66  -0.80
H  4.43  -1.62  -2.68
H  6.00  -1.43  -1.87
H  5.46  -0.21  -3.05
H  2.92  1.56  2.39
H  3.20  -0.19  2.56
H  0.88  2.34  1.47
H  0.81  1.29  0.02
H  -1.44  1.90  0.82
H  -1.07  1.24  2.44
H  -3.01  -1.39  0.96
H  -2.91  -0.22  2.28
H  -4.70  0.37  0.79
H  -3.46  1.60  0.67
H  -2.61  0.16  -1.39
H  -3.44  2.48  -1.57
H  -4.10  1.50  -2.88
H  -5.11  1.91  -1.50
H  -5.58  -0.57  -1.33
H  -4.41  -1.00  -2.58
H  -4.28  -1.70  -0.97
H  -0.74  -1.32  2.55
H  -1.65  -3.10  1.28
H  0.08  -3.24  1.02
H  -2.10  -2.42  -0.90
H  -0.70  -3.48  -1.17
H  -0.58  -0.70  -0.92
H  1.53  -1.70  1.92
H  1.27  -1.06  0.28

E_tot = -38662.2402 eV
frontier orbital gap = 9.29 eV
relative energy (zero: lowest compared OMol25 entry of this formula, charge and spin) = 0.0 kcal/mol
SMILES string = Cc1nn(C)c(Cl)c1CN1CCN(CCC(C)C)[C@@H](CCO)C1
LUMO = 0.739 eV


No. 7
ORCA calculation (ωB97M-V/def2-TZVPD) on a molecular structure, C20H31N6PRu.

Element x y z (Å)
Ru  -0.08  0.08  0.27
C  -0.36  -2.79  1.73
C  -0.92  -3.04  0.36
N  -0.20  -2.21  -0.63
C  1.13  -2.72  -1.05
C  2.24  -1.76  -0.72
C  3.54  -2.01  -1.11
C  4.56  -1.19  -0.64
C  4.26  -0.17  0.26
C  2.95  0.04  0.62
C  2.56  1.01  1.69
N  1.07  1.08  1.89
C  0.60  0.54  3.22
C  0.48  -0.95  3.16
N  -0.47  -1.33  2.08
N  1.95  -0.71  0.08
H  0.70  -3.05  1.76
H  -0.87  -3.39  2.48
H  -1.98  -2.78  0.32
H  -0.84  -4.10  0.12
H  -0.78  -2.16  -1.46
H  1.13  -2.95  -2.11
H  1.34  -3.66  -0.53
H  3.76  -2.86  -1.75
H  5.58  -1.36  -0.94
H  5.04  0.43  0.71
H  2.94  2.01  1.46
H  3.03  0.71  2.62
H  0.86  2.07  1.92
H  -0.37  1.00  3.43
H  1.29  0.85  4.01
H  0.14  -1.35  4.12
H  1.44  -1.41  2.93
H  -1.42  -1.17  2.42
C  -1.43  3.12  1.72
P  -0.95  2.49  0.10
C  0.44  3.42  -0.57
C  -2.37  2.81  -0.96
H  -1.79  4.14  1.54
H  -0.63  3.19  2.46
H  -2.26  2.54  2.12
H  0.10  4.46  -0.68
H  0.71  3.06  -1.56
H  1.32  3.42  0.08
H  -2.51  3.90  -0.91
H  -3.27  2.34  -0.57
H  -2.20  2.54  -2.00
N  -5.82  -1.07  -2.26
C  -4.71  -0.80  -2.42
C  -3.34  -0.43  -2.58
C  -2.76  -0.21  -3.83
C  -1.42  0.15  -3.90
C  -0.69  0.29  -2.73
N  -1.26  0.09  -1.52
C  -2.56  -0.26  -1.44
H  -3.35  -0.33  -4.74
H  -0.93  0.32  -4.85
H  0.36  0.56  -2.75
H  -2.99  -0.41  -0.46

E_tot = -42010.6378 eV
frontier orbital gap (alpha / beta) = 6.82 / 5.90 eV
net charge = +4
2S+1 = 5
expectation value of S² = 6.058
LUMO (alpha / beta) = -15.013 / -15.921 eV


No. 8
ORCA calculation (ωB97M-V/def2-TZVPD) on a single CH5PS2 molecule in a non-equilibrium geometry.

Element x y z (Å)
P  0.47  -0.21  -1.84
C  0.09  0.60  0.12
S  -1.56  0.21  0.55
S  1.38  -0.43  1.11
H  -0.06  -1.31  -1.33
H  -0.86  0.46  -2.20
H  0.36  1.64  0.23
H  -1.26  -1.01  1.07
H  1.45  0.06  2.30

E_tot = -32075.3295 eV
frontier orbital gap = 9.13 eV
relative energy (zero: lowest compared OMol25 entry of this formula, charge and spin) = 62.9 kcal/mol
SMILES string = PC(S)S
LUMO = 0.438 eV


No. 9
ORCA calculation (ωB97M-V/def2-TZVPD) on 29 unconnected molecules or ions with the total composition C22H96FIO36P2S in a non-equilibrium geometry.

Element x y z (Å)
C  -0.79  0.38  3.52
C  -1.76  1.51  3.20
C  -2.74  1.43  1.84
C  -4.24  1.28  2.44
C  -4.36  1.54  4.09
O  -4.63  2.72  4.65
I  -4.11  -0.22  5.44
O  -2.18  0.36  1.06
C  -3.03  -0.35  0.14
P  -4.08  0.68  -1.07
O  -3.25  1.68  -2.00
C  -2.03  -1.47  -0.62
S  -2.64  -1.54  -2.39
C  -2.46  -2.92  0.10
C  -3.92  -3.49  -0.38
C  -3.82  -4.71  -1.51
O  -5.04  -4.59  -2.34
C  -4.74  -4.19  -3.72
C  -3.79  -5.00  -4.78
O  -5.35  -3.07  -4.19
O  -0.69  -1.03  -0.37
C  0.39  -1.50  -1.19
C  0.41  -3.05  -1.68
O  1.60  -1.33  -0.32
C  2.84  -1.76  -0.91
C  3.45  -3.13  -0.17
O  3.31  -4.34  -0.99
C  2.92  -5.39  0.02
C  3.18  -6.92  -0.51
P  0.67  -0.21  -2.61
C  0.19  -0.88  -4.32
C  -0.05  1.49  -2.20
C  -2.55  2.95  1.17
C  -3.01  4.17  2.18
F  -1.11  3.19  0.80
H  -0.21  -0.23  2.71
H  -0.60  0.19  4.67
H  -1.72  2.42  3.93
H  -4.81  0.28  2.25
H  -4.91  2.13  1.94
H  -3.82  -0.96  0.79
H  -4.91  1.57  -0.24
H  -5.07  -0.10  -1.82
H  -2.39  -2.77  -3.01
H  -2.57  -2.68  1.26
H  -1.64  -3.75  0.02
H  -4.40  -4.01  0.57
H  -4.70  -2.65  -0.69
H  -3.89  -5.77  -0.97
H  -2.82  -4.72  -2.11
H  -4.34  -5.33  -5.77
H  -3.35  -5.95  -4.23
H  -2.87  -4.31  -5.04
H  0.79  -3.70  -0.75
H  1.16  -3.23  -2.59
H  -0.60  -3.52  -2.00
H  2.89  -1.92  -2.06
H  3.65  -0.92  -0.66
H  4.55  -2.93  0.20
H  2.79  -3.24  0.82
H  3.68  -5.23  0.93
H  1.85  -5.20  0.46
H  3.76  -7.49  0.36
H  3.83  -6.95  -1.49
H  2.12  -7.43  -0.62
H  1.18  -1.20  -4.89
H  -0.50  -1.84  -4.31
H  -0.30  -0.03  -4.99
H  -0.82  1.79  -3.04
H  -0.62  1.48  -1.17
H  0.77  2.36  -2.19
H  -3.16  3.10  0.18
H  -2.94  5.16  1.52
H  -4.16  4.11  2.49
H  -2.29  4.34  3.09
O  4.61  0.58  -1.79
H  5.55  0.61  -2.02
H  4.44  1.43  -1.35
O  -6.53  2.94  -2.93
H  -5.63  2.63  -2.74
H  -6.95  2.98  -2.06
O  -7.58  5.59  -4.47
H  -7.41  4.64  -4.50
H  -6.76  5.99  -4.81
O  0.70  4.35  -2.95
H  1.06  5.17  -2.57
H  -0.20  4.29  -2.58
O  0.26  -0.86  6.03
H  0.55  -1.67  5.57
H  0.98  -0.68  6.65
O  2.89  5.60  -0.96
H  3.78  5.29  -0.77
H  2.46  5.63  -0.09
O  -4.15  6.59  3.25
H  -3.89  7.01  4.09
H  -4.95  6.08  3.48
O  0.22  -2.94  2.33
H  0.83  -2.98  1.57
H  -0.39  -2.23  2.09
O  7.61  1.38  -1.06
H  8.04  1.98  -0.42
H  8.34  1.02  -1.57
O  5.74  -5.70  -1.92
H  4.90  -5.29  -1.66
H  6.31  -5.56  -1.15
O  9.47  0.38  0.78
H  9.70  -0.42  0.29
H  8.73  0.11  1.34
O  11.36  -1.56  1.34
H  12.31  -1.53  1.11
H  11.20  -0.71  1.78
O  -0.42  -5.75  3.10
H  0.11  -4.94  3.03
H  -1.33  -5.43  3.05
O  6.47  4.29  -1.57
H  6.64  3.34  -1.59
H  7.29  4.68  -1.90
O  6.30  -3.04  -2.83
H  5.87  -3.90  -2.72
H  7.03  -3.22  -3.44
O  -5.84  8.18  -5.00
H  -5.49  9.00  -4.62
H  -6.74  8.13  -4.63
O  -0.54  6.66  -2.41
H  -1.44  6.78  -2.08
H  -0.66  6.44  -3.35
O  -3.05  -5.66  4.48
H  -2.15  -5.97  4.67
H  -3.47  -5.62  5.35
O  2.90  -0.45  8.15
H  2.79  0.29  8.77
H  3.74  -0.86  8.41
O  -3.24  5.34  -2.45
H  -3.71  4.69  -1.92
H  -3.34  5.01  -3.36
O  -6.05  2.81  -5.79
H  -5.15  2.50  -5.61
H  -6.47  2.84  -4.92
O  4.78  1.44  8.68
H  5.39  1.40  7.93
H  4.17  2.16  8.44
O  -6.77  -0.67  2.04
H  -6.54  -1.48  1.55
H  -7.52  -0.94  2.60
O  10.65  -0.80  -1.56
H  10.82  -1.75  -1.58
H  11.47  -0.41  -1.89
O  6.45  5.59  -4.04
H  5.55  5.70  -3.70
H  6.32  5.36  -4.97
O  4.47  0.28  5.43
H  4.70  -0.52  4.94
H  3.73  0.01  5.99
O  0.61  3.61  5.58
H  -0.29  3.72  5.92
H  0.48  3.38  4.65
O  -8.95  -1.83  1.02
H  -9.44  -1.13  0.56
H  -8.89  -2.54  0.36

E_tot = -138296.1277 eV
frontier orbital gap = 6.58 eV
LUMO = -0.314 eV


No. 10
ORCA calculation (ωB97M-V/def2-TZVPD) on a molecular structure, C19H26F5N6O13P2TaTe.

Element x y z (Å)
Ta  -0.18  0.61  -1.04
N  1.83  2.59  -3.57
C  0.52  2.47  -4.26
C  -0.72  2.75  -3.41
O  -1.55  3.48  -3.93
N  -0.88  2.24  -2.15
C  -2.06  2.87  -1.52
C  -2.35  2.16  -0.22
O  -2.77  2.70  0.78
O  -2.02  0.87  -0.28
H  1.76  3.23  -2.77
H  2.52  2.96  -4.21
H  0.45  1.49  -4.72
H  0.48  3.23  -5.04
H  -2.93  2.77  -2.17
H  -1.89  3.93  -1.34
N  2.16  2.25  2.36
C  2.31  3.20  1.21
C  2.91  4.51  1.71
P  3.44  2.45  -0.08
O  3.95  1.21  0.77
O  4.44  3.43  -0.50
O  2.47  1.90  -1.20
P  0.66  3.44  0.50
O  -0.19  3.98  1.74
O  0.72  4.30  -0.68
O  0.19  1.96  0.38
H  3.06  1.89  2.66
H  1.56  1.40  2.17
H  1.71  2.72  3.15
H  3.91  4.36  2.12
H  2.26  4.95  2.47
H  3.00  5.20  0.88
H  4.14  0.44  0.19
H  -1.13  3.71  1.68
N  0.61  -0.03  2.84
C  0.14  -0.98  3.32
N  -0.38  -2.03  3.90
C  0.41  -3.23  4.18
C  -0.29  -4.45  3.60
O  -1.64  -4.51  4.04
C  -2.37  -3.39  3.58
C  -1.81  -2.11  4.18
H  0.51  -3.34  5.26
H  1.40  -3.11  3.75
H  0.20  -5.35  3.96
H  -0.25  -4.41  2.51
H  -3.40  -3.53  3.89
H  -2.33  -3.33  2.49
H  -1.96  -2.12  5.26
H  -2.30  -1.23  3.76
O  -1.87  -0.54  -2.89
C  -1.77  -1.47  -2.11
N  -0.93  -1.37  -1.03
C  -1.01  -2.50  -0.24
O  -0.47  -2.69  0.82
C  -1.97  -3.44  -0.93
C  -2.40  -4.70  -0.58
C  -3.32  -5.31  -1.43
C  -3.78  -4.68  -2.58
C  -3.34  -3.40  -2.92
C  -2.43  -2.80  -2.08
H  -2.04  -5.19  0.31
H  -3.68  -6.31  -1.19
H  -4.49  -5.19  -3.21
H  -3.70  -2.90  -3.81
F  2.67  0.50  -4.72
Te  2.74  0.69  -2.84
F  4.23  1.74  -3.31
F  4.10  0.10  -1.59
F  2.88  -1.17  -3.05
F  1.31  -0.25  -0.19
O  0.89  0.35  -2.66

E_tot = -96704.8112 eV
frontier orbital gap = 7.82 eV
relative energy (zero: lowest compared OMol25 entry of this formula, charge and spin) = 47.2 kcal/mol
LUMO = -1.673 eV


> Which value of E_tot does entry 1 give?

-84677.1431 eV